21
Properties=species:S:1:pos:R:3:forces:R:3:lowdin_charge:R:1 method="wB97M-V/def2-TZVPD" lumo_energy_ev="-9.69 / -12.79" multiplicity=3 gap_ev="5.97 / 7.18" energy_ha=-436.73140 e_above_lowest_ev=0.1613 charge=+2
N 2.041 -1.268 0.822 -3.08 -3.85 -2.28 0.26
N -0.214 0.383 -0.267 0.69 -1.49 -1.03 0.20
N 1.212 0.822 1.580 2.84 -0.91 1.45 0.18
C 0.282 1.189 0.701 -2.08 -1.47 -0.71 -0.30
C 2.241 -0.183 1.401 -0.87 4.22 1.65 0.00
C 0.093 -2.799 0.210 1.42 -2.39 1.11 0.33
C 0.047 -0.940 -0.629 -1.28 5.95 -3.08 -0.21
C 0.988 -1.734 0.089 1.06 0.46 2.32 -0.13
C -0.522 -1.254 -1.979 1.72 -0.66 -1.39 0.00
C -0.434 2.436 0.846 0.04 1.30 2.60 0.03
H -0.313 2.933 -0.093 0.68 1.34 -0.31 0.11
H -0.477 -3.007 -0.710 0.00 -0.33 1.03 0.12
H 0.014 2.922 1.827 -1.34 -0.08 -2.44 0.16
H -0.826 -0.357 -2.497 0.84 0.79 -0.28 0.09
H -1.540 2.353 0.870 0.56 -0.34 0.67 0.13
H -0.038 -3.382 1.137 0.09 0.04 -0.52 0.15
H -1.508 -1.684 -2.097 -0.04 -1.40 0.68 0.11
H 1.324 1.465 2.421 0.09 -1.05 -1.52 0.21
H 3.198 0.097 1.855 -0.21 -0.32 -0.14 0.17
H -0.865 0.854 -0.955 0.85 -0.60 1.33 0.21
H 0.329 -1.790 -2.591 -1.98 0.80 0.87 0.18